Formula: C5H27N3O6
Source: the OMol25 dataset
Level of theory: wB97M-V/def2-TZVPD

**HOMO level (spin up / spin down)**: -0.4908 / -0.4841 Ha
**Multiplicity**: 2
**Frontier orbital gap (spin up / spin down)**: 10.1586 / 5.1272 eV
**E_tot**: -821.9694 Eh
**Charge**: +1

XYZ file:
```
41
Properties=species:S:1:pos:R:3:mulliken_spin:R:1
N 0.403 0.996 -0.360 0.070
C -0.930 1.538 0.026 0.091
C -0.858 2.971 0.398 0.022
C -1.772 1.184 -1.193 -0.010
N -2.165 -0.155 -1.539 0.670
C -1.320 -1.091 -2.387 0.001
C -1.047 -2.513 -1.803 0.042
N -0.215 -2.675 -0.533 0.037
H 0.737 0.196 0.193 0.000
H 0.600 0.794 -1.289 -0.002
H -1.206 0.891 0.922 -0.023
H -0.987 3.603 -0.575 0.000
H -1.673 3.155 1.038 0.002
H 0.044 3.250 0.909 0.000
H -1.426 1.837 -2.064 -0.007
H -2.681 1.862 -1.099 0.063
H -2.676 -0.643 -0.791 -0.033
H -0.377 -0.522 -2.646 0.001
H -2.024 -1.386 -3.290 0.073
H -0.684 -3.303 -2.661 -0.002
H -2.000 -2.989 -1.430 -0.002
H 0.798 -3.044 -0.774 -0.001
H 0.058 -1.790 -0.219 0.002
H 3.012 0.413 2.347 0.000
H 4.282 -0.049 1.551 0.000
O 3.490 0.516 1.391 0.000
H -2.553 -2.058 1.575 0.000
H -3.529 -1.096 1.105 0.000
O -2.990 -1.222 1.849 0.000
H 3.269 -1.108 -1.025 0.000
H 2.535 -0.644 0.231 -0.001
O 2.537 -1.428 -0.268 0.000
H 1.207 1.070 2.405 0.000
H 1.367 -0.278 3.106 0.000
O 1.677 0.624 3.128 0.000
H -0.474 -0.334 1.686 0.007
H -1.406 -0.541 2.879 0.000
O -0.507 -0.760 2.606 0.000
H 3.313 2.160 -1.604 0.000
H 2.848 1.263 -0.486 -0.001
O 3.323 1.305 -1.309 0.001
```


Formula: C2H4O2
Source: the OMol25 dataset
Level of theory: wB97M-V/def2-TZVPD

**SMILES**: C=O.C=O
**HOMO level**: -0.3395 Ha
**Frontier orbital gap**: 9.4324 eV
**E_tot**: -228.9838 Eh

XYZ file:
```
8
Properties=species:S:1:pos:R:3:mulliken_charge:R:1
O 1.796 -8.074 -2.959 -0.410
C 0.575 -8.159 -3.163 -0.121
H -0.079 -7.314 -2.842 0.242
H 0.075 -9.019 -3.670 0.265
O 2.618 -5.849 -1.835 -0.434
C 3.499 -6.585 -2.254 -0.074
H 4.595 -6.401 -2.156 0.262
H 3.190 -7.487 -2.833 0.271
```


Formula: C34H42AsN10OTi
Source: the OMol25 dataset
Level of theory: wB97M-V/def2-TZVPD

**HOMO level (spin up / spin down)**: -0.3134 / -0.3775 Ha
**Multiplicity**: 3
**Frontier orbital gap (spin up / spin down)**: 5.3402 / 6.9968 eV
**E_tot**: -5028.8628 Eh
**Charge**: +1

XYZ file:
```
89
Properties=species:S:1:pos:R:3:mulliken_spin:R:1
Ti -0.316 -0.071 0.153 1.213
C -1.946 2.657 3.171 0.013
C -1.496 1.468 2.386 0.251
N -0.989 1.548 1.155 -0.051
N -1.038 2.750 0.508 -0.030
C -0.623 2.572 -0.721 0.045
O -0.278 1.393 -1.146 -0.014
C -0.611 3.691 -1.681 0.008
C -0.548 3.427 -3.047 0.014
C -0.538 4.470 -3.957 -0.007
C -0.583 5.782 -3.511 0.012
C -0.641 6.051 -2.150 -0.007
C -0.656 5.013 -1.237 0.013
C -1.655 0.132 2.833 0.079
C -2.255 -0.221 4.062 0.079
C -2.501 -1.539 4.343 0.016
C -2.158 -2.519 3.399 0.099
C -1.543 -2.114 2.238 0.012
N -1.250 -0.842 1.954 0.098
H -1.589 3.568 2.698 0.004
H -3.036 2.704 3.219 0.011
H -1.573 2.620 4.195 0.005
H -0.510 2.401 -3.386 0.003
H -0.493 4.260 -5.017 0.000
H -0.572 6.596 -4.222 0.001
H -0.671 7.075 -1.802 0.000
H -0.702 5.210 -0.175 0.001
H -2.539 0.554 4.758 0.013
H -2.972 -1.820 5.273 0.001
H -2.357 -3.564 3.574 0.005
H -1.245 -2.846 1.490 -0.005
N -3.639 0.631 -0.297 0.013
C -3.328 -0.579 -0.772 0.022
N -4.322 -1.351 -1.196 -0.005
C -3.986 -2.564 -1.637 0.005
N -4.965 -3.387 -2.017 0.007
N -2.719 -3.023 -1.735 0.005
C -1.807 -2.175 -1.309 0.039
N -2.028 -0.961 -0.784 -0.072
C -0.379 -2.550 -1.464 0.028
C -0.012 -3.737 -2.077 0.002
C 1.334 -3.947 -2.350 0.013
C 2.248 -2.960 -2.014 -0.008
C 1.794 -1.829 -1.347 0.004
N 0.516 -1.639 -1.049 -0.035
H -4.592 0.937 -0.392 0.000
H -2.921 1.311 -0.096 0.003
H -5.914 -3.059 -2.012 0.000
H -4.734 -4.278 -2.416 0.000
H -0.780 -4.439 -2.358 0.000
H 1.659 -4.855 -2.838 0.001
H 3.297 -3.055 -2.249 0.000
H 2.470 -1.038 -1.046 0.013
C 4.886 -0.757 2.255 -0.002
C 3.778 -0.776 1.208 0.003
As 2.047 0.006 1.752 0.050
C 1.757 -0.953 3.448 0.000
C 1.935 -2.458 3.321 0.002
C 2.688 1.725 2.466 -0.010
C 1.608 2.712 2.878 0.034
H 5.783 -1.242 1.870 0.000
H 4.595 -1.282 3.167 0.000
H 5.161 0.261 2.526 0.000
H 3.578 -1.803 0.889 0.001
H 4.089 -0.216 0.323 0.001
H 0.752 -0.707 3.797 0.000
H 2.459 -0.548 4.184 0.000
H 1.206 -2.891 2.635 0.000
H 1.804 -2.946 4.287 -0.001
H 2.931 -2.716 2.957 0.001
H 3.345 2.156 1.708 0.000
H 3.318 1.478 3.325 -0.002
H 0.987 3.012 2.031 -0.004
H 2.064 3.608 3.297 0.000
H 0.955 2.287 3.642 -0.007
N 2.875 1.731 -1.004 0.000
C 3.283 1.414 -2.314 -0.001
C 4.621 1.531 -2.686 0.000
C 5.028 1.138 -3.948 0.000
C 4.117 0.616 -4.854 0.000
C 2.786 0.499 -4.485 0.000
C 2.366 0.893 -3.226 0.005
H 3.412 2.488 -0.601 -0.001
H 1.887 1.948 -0.949 0.015
H 5.339 1.934 -1.982 0.000
H 6.068 1.243 -4.226 0.000
H 4.439 0.314 -5.840 0.000
H 2.062 0.107 -5.188 0.000
H 1.323 0.821 -2.944 0.003
```


Formula: C2H6P2S
Source: the OMol25 dataset
Level of theory: wB97M-V/def2-TZVPD

**HOMO level (spin up / spin down)**: -0.2353 / -0.3164 Ha
**Multiplicity**: 3
**Frontier orbital gap (spin up / spin down)**: 7.1300 / 6.3507 eV
**E_tot**: -1160.5868 Eh

XYZ file:
```
11
Properties=species:S:1:pos:R:3:mulliken_spin:R:1
C 0.991 1.493 -2.371 -0.040
C -1.047 -1.631 2.243 0.005
P 0.305 1.689 -0.664 0.944
P 0.119 -0.231 -0.016 0.768
S -0.689 0.170 1.883 0.253
H 0.891 2.340 -2.990 0.006
H 2.090 1.559 -2.400 0.047
H 0.584 0.532 -2.890 0.013
H -1.504 -1.619 3.226 0.001
H -0.083 -2.272 2.425 0.007
H -1.657 -2.032 1.554 -0.005
```


Formula: C5H27N2O7S
Source: the OMol25 dataset
Level of theory: wB97M-V/def2-TZVPD

**HOMO level**: -0.1491 Ha
**Frontier orbital gap**: 6.9102 eV
**E_tot**: -1241.0576 Eh
**Charge**: -1

XYZ file:
```
42
Properties=species:S:1:pos:R:3:mulliken_charge:R:1
N -3.066 -0.081 -0.177 -0.487
C -1.662 0.008 0.266 0.256
C -1.279 -0.450 1.694 -1.470
S 0.139 0.587 2.505 -0.624
C -0.854 -0.801 -0.809 -1.000
N 0.562 -0.462 -0.892 -0.051
C 1.237 -1.513 -1.791 -0.774
C 1.669 -2.844 -1.117 -0.954
H -3.200 -1.086 -0.244 0.259
H -3.758 0.282 0.512 0.279
H -1.375 1.040 0.196 0.204
H -2.125 -0.484 2.314 0.989
H -0.830 -1.637 1.831 -0.040
H -1.354 -0.644 -1.751 0.381
H -1.008 -1.900 -0.588 0.393
H 1.015 -0.564 0.017 -0.087
H 2.133 -1.058 -2.116 0.443
H 0.669 -1.697 -2.676 0.467
H 2.682 -2.917 -0.978 0.423
H 1.049 -3.601 -1.654 0.280
H 1.046 -2.962 -0.131 0.194
H 0.354 1.363 -1.985 0.425
H -1.057 1.732 -2.331 0.308
O -0.110 2.047 -2.377 -0.705
H 2.345 1.244 1.359 0.287
H 3.204 2.123 2.385 0.315
O 3.240 1.541 1.479 -0.641
H -0.367 4.329 -0.942 0.354
H -0.997 5.177 0.151 0.308
O -0.281 5.190 -0.524 -0.662
H 1.642 -1.597 2.226 0.203
H 2.089 -3.028 1.830 0.243
O 1.791 -2.130 1.512 -0.449
H -2.883 1.101 2.784 0.325
H -2.281 0.925 4.201 0.307
O -3.088 0.977 3.737 -0.663
H -4.073 0.899 -3.423 0.279
H -2.982 0.429 -2.420 0.373
O -3.237 0.478 -3.396 -0.677
H 4.617 -0.718 0.671 0.326
H 5.052 0.829 0.376 0.335
O 5.333 -0.129 0.277 -0.673
```


Formula: C35H52F6I4NO16S3
Source: the OMol25 dataset
Level of theory: wB97M-V/def2-TZVPD

**HOMO level**: -0.3783 Ha
**Frontier orbital gap**: 5.4062 eV
**E_tot**: -5607.1146 Eh
**Charge**: +1

XYZ file:
```
117
Properties=species:S:1:pos:R:3:mulliken_charge:R:1
C 3.786 1.849 3.835 -1.055
C 3.007 1.801 2.350 -0.251
C 1.714 0.831 2.574 0.274
F 0.781 1.601 3.487 -0.440
N 1.044 0.227 1.376 0.743
C 0.852 -1.120 1.499 0.960
C 1.127 -2.342 2.508 -1.393
I -0.604 -3.234 3.498 0.228
C 1.848 -3.579 1.640 -0.409
C 2.335 -4.675 2.806 -0.883
I 3.716 -2.931 0.660 0.105
S -0.137 -1.675 0.019 0.178
C -0.777 0.048 -0.545 0.113
C -1.126 0.244 -2.142 1.642
C -2.457 1.074 -2.556 -0.915
C -1.137 -1.084 -3.085 -0.334
C -0.561 -0.632 -4.595 -0.829
S -2.303 0.026 0.590 1.149
O -3.105 1.388 0.588 -0.648
O -1.926 -0.006 2.132 -0.593
C -3.518 -1.314 0.437 0.758
F -4.855 -0.745 0.870 -0.232
F -3.241 -2.354 1.501 -0.231
C -3.808 -2.134 -0.911 0.452
F -2.732 -3.111 -1.327 -0.187
F -4.392 -1.381 -2.054 -0.200
F -4.939 -3.079 -0.537 -0.263
C 0.608 0.841 0.005 -0.256
C 0.043 2.305 0.541 -1.050
S -0.803 3.439 -0.635 1.394
O -0.174 3.619 -2.036 -0.541
O -0.703 4.884 0.010 -0.752
C 2.035 0.732 -0.719 -1.346
I 2.331 -0.776 -2.349 0.342
C 2.787 1.963 -1.463 -0.579
C 2.929 3.417 -0.778 -0.693
I 2.373 2.047 -3.676 0.009
H 3.138 2.453 4.621 0.291
H 4.746 2.528 3.637 0.246
H 4.085 0.774 4.210 0.337
H 3.826 1.411 1.614 0.219
H 2.756 2.938 2.144 0.202
H 2.152 0.017 3.334 -0.088
H 1.916 -2.134 3.381 0.474
H 1.101 -4.141 0.939 0.576
H 3.358 -5.183 2.457 0.313
H 2.585 -4.157 3.836 0.276
H 1.501 -5.486 2.962 0.324
H -0.218 0.908 -2.549 -0.787
H -2.284 2.239 -2.760 0.337
H -3.408 0.950 -1.901 0.038
H -2.803 0.687 -3.636 0.296
H -2.196 -1.540 -3.317 0.222
H -0.447 -1.968 -2.778 0.262
H -1.385 -0.901 -5.416 0.322
H -0.378 0.520 -4.683 0.198
H 0.387 -1.287 -4.899 0.207
H 0.905 2.979 1.025 0.205
H -0.685 2.161 1.477 0.692
H -2.176 3.274 -0.852 -0.157
H 2.864 0.292 0.033 0.467
H 3.935 1.596 -1.537 0.601
H 1.968 4.025 -0.554 0.216
H 3.547 4.087 -1.555 0.385
H 3.601 3.461 0.208 0.112
C 7.889 1.827 6.699 -1.431
C 8.534 2.388 5.448 0.505
C 8.822 3.857 5.525 -0.503
O 8.816 4.237 4.160 -0.303
C 7.986 3.359 3.521 0.648
O 7.591 3.490 2.375 -0.564
O 7.652 2.314 4.340 -0.285
H 7.638 0.771 6.555 0.343
H 8.558 1.914 7.560 0.384
H 6.950 2.343 6.927 0.342
H 9.435 1.814 5.200 0.248
H 9.792 4.069 5.983 0.321
H 8.046 4.429 6.047 0.310
C -7.801 -3.058 -0.116 -1.281
C -9.182 -2.592 -0.528 0.526
C -9.949 -1.928 0.574 -0.495
O -11.292 -2.145 0.181 -0.318
C -11.294 -3.296 -0.557 0.628
O -12.298 -3.894 -0.904 -0.543
O -10.017 -3.692 -0.852 -0.345
H -7.321 -3.598 -0.939 0.344
H -7.167 -2.212 0.165 0.259
H -7.852 -3.756 0.728 0.314
H -9.113 -1.950 -1.415 0.275
H -9.734 -0.858 0.646 0.306
H -9.796 -2.391 1.556 0.332
C 6.356 -4.789 -3.892 -1.427
C 5.491 -5.726 -3.075 0.501
C 4.665 -6.661 -3.904 -0.526
O 3.580 -6.951 -3.041 -0.316
C 3.438 -5.864 -2.225 0.556
O 2.490 -5.676 -1.481 -0.509
O 4.500 -5.010 -2.355 -0.202
H 6.878 -4.085 -3.235 0.352
H 7.100 -5.344 -4.472 0.387
H 5.752 -4.186 -4.578 0.340
H 6.107 -6.269 -2.348 0.250
H 5.205 -7.575 -4.168 0.318
H 4.268 -6.203 -4.817 0.304
C -6.528 6.506 -2.311 -1.491
C -6.092 5.057 -2.375 0.500
C -5.345 4.598 -1.160 -0.606
O -4.563 3.533 -1.672 -0.117
C -4.353 3.813 -2.994 0.559
O -3.567 3.217 -3.710 -0.590
O -5.140 4.854 -3.406 -0.359
H -7.003 6.802 -3.253 0.363
H -7.238 6.668 -1.495 0.382
H -5.671 7.173 -2.170 0.360
H -6.956 4.413 -2.584 0.252
H -6.011 4.243 -0.369 0.342
H -4.670 5.356 -0.748 0.309
```


Formula: C3H6BrNO2
Source: the OMol25 dataset
Level of theory: wB97M-V/def2-TZVPD

**HOMO level (spin up / spin down)**: -0.2877 / -0.3070 Ha
**Frontier orbital gap (spin up / spin down)**: 7.6874 / 8.2853 eV
**E_tot**: -2897.0162 Eh

XYZ file:
```
13
Properties=species:S:1:pos:R:3:mulliken_charge:R:1
C -0.345 0.851 -1.607 0.790
C -1.513 -1.208 0.594 -0.729
C -0.537 -0.247 0.988 -0.406
N 2.265 0.971 -0.253 -0.690
O -0.108 -0.252 -1.823 -0.418
O -0.620 1.948 -1.460 -0.374
Br 1.166 -0.437 1.060 0.230
H -1.161 -1.566 -0.387 0.292
H -2.534 -0.823 0.351 0.273
H -1.617 -1.944 1.389 0.275
H -0.838 0.634 1.654 0.322
H 3.010 0.495 -0.809 0.219
H 2.832 1.578 0.300 0.216
```


Formula: C15H18O3
Source: the OMol25 dataset
Level of theory: wB97M-V/def2-TZVPD

**SMILES**: CC1=C[C@H](OCc2ccc(C(C)C)cc2)OC1=O
**HOMO level**: -0.3242 Ha
**Frontier orbital gap**: 9.0274 eV
**E_tot**: -808.0206 Eh

XYZ file:
```
36
Properties=species:S:1:pos:R:3:mulliken_charge:R:1
O -3.788 1.878 -1.408 -0.593
O -2.834 1.259 0.623 -0.338
O -1.001 1.557 2.097 -0.364
C -3.133 2.151 -0.413 0.460
C -2.804 3.529 -0.033 0.922
C -2.358 3.428 1.273 -0.867
C -0.098 -0.242 -0.492 -0.334
C 1.569 -0.349 1.264 -1.108
C 0.349 -1.386 -1.100 -1.209
C 2.068 -1.477 0.603 -0.256
C 0.483 0.322 0.655 0.562
C 1.509 -1.996 -0.577 0.911
C -2.950 4.762 -0.856 -1.410
C -2.313 2.023 1.716 0.121
C 0.075 1.672 1.099 -0.605
C 3.369 -3.601 -1.416 -1.314
C 1.644 -4.416 0.084 -1.582
C 1.873 -3.385 -1.035 0.490
H -2.107 4.244 1.917 0.480
H -0.810 0.347 -1.045 0.159
H 1.882 0.078 2.228 0.375
H -0.100 -1.679 -1.969 0.513
H 2.885 -2.004 1.108 0.414
H -3.884 5.001 -1.067 0.386
H -2.448 5.677 -0.427 0.338
H -2.480 4.741 -1.872 0.298
H -3.015 1.987 2.523 0.340
H 0.948 2.190 1.608 0.398
H -0.201 2.267 0.222 0.315
H 3.983 -4.234 -0.644 0.300
H 3.943 -2.570 -1.578 0.302
H 3.467 -4.037 -2.434 0.303
H 2.053 -3.913 1.041 0.291
H 2.244 -5.298 -0.061 0.422
H 0.689 -4.742 0.239 0.419
H 1.289 -3.785 -1.872 0.458
```


Formula: C3H6NO2
Source: the OMol25 dataset
Level of theory: wB97M-V/def2-TZVPD

**SMILES**: CC(=O)NC[O-]
**HOMO level**: -0.1093 Ha
**Frontier orbital gap**: 6.9929 eV
**E_tot**: -323.1657 Eh
**Charge**: -1

XYZ file:
```
12
Properties=species:S:1:pos:R:3:mulliken_charge:R:1
O 0.729 -0.064 -1.764 -0.700
C 0.284 0.551 -0.801 0.657
N -0.286 0.037 0.301 -0.171
C -0.461 -1.474 0.867 -0.272
O -0.578 -1.464 2.156 -0.836
C 0.326 2.112 -0.760 -1.075
H -0.611 0.727 0.968 0.181
H 0.486 -1.938 0.518 0.163
H -1.365 -1.775 0.304 0.176
H 0.815 2.393 0.171 0.306
H 0.969 2.437 -1.576 0.308
H -0.687 2.479 -0.846 0.262
```


Formula: C21H20N4O3
Source: the OMol25 dataset
Level of theory: wB97M-V/def2-TZVPD

**SMILES**: Cc1ccc(OCc2cc(C(=O)NCc3cn4ccccc4n3)no2)cc1C
**HOMO level**: -0.3086 Ha
**Frontier orbital gap**: 8.9887 eV
**E_tot**: -1256.9569 Eh

XYZ file:
```
48
Properties=species:S:1:pos:R:3:mulliken_charge:R:1
C -6.318 -0.695 -2.161 -1.482
C -5.420 -0.485 -0.980 0.933
C -4.905 0.770 -0.702 -1.280
C -4.072 0.999 0.381 -0.411
C -3.740 -0.058 1.214 0.555
C -4.253 -1.324 0.945 -0.756
C -5.085 -1.551 -0.136 1.145
C -5.619 -2.926 -0.396 -1.606
H -5.262 -3.626 0.354 0.379
H -5.307 -3.278 -1.379 0.327
H -6.709 -2.923 -0.377 0.331
H -3.982 -2.130 1.609 0.362
O -2.930 0.025 2.322 -0.457
C -2.371 1.268 2.652 -0.718
C -1.364 1.735 1.649 -0.023
C -0.649 1.074 0.693 0.222
C 0.124 2.101 0.084 0.355
N -0.124 3.252 0.652 -0.677
O -1.040 3.038 1.621 -0.169
C 1.077 1.954 -1.052 0.371
O 1.159 2.743 -1.967 -0.636
N 1.793 0.810 -0.980 -0.141
H 1.818 0.261 -0.132 0.390
C 2.875 0.533 -1.896 -0.956
C 4.108 0.178 -1.131 0.478
C 5.426 0.311 -1.508 -0.742
N 6.165 -0.166 -0.472 0.180
C 7.502 -0.275 -0.295 -0.105
C 7.983 -0.798 0.866 -0.664
C 7.097 -1.223 1.877 -0.181
C 5.746 -1.113 1.703 -0.729
C 5.257 -0.574 0.506 0.490
N 4.015 -0.366 0.103 -0.536
H 5.038 -1.426 2.453 0.421
H 7.498 -1.635 2.790 0.410
H 9.048 -0.886 1.010 0.369
H 8.133 0.066 -1.101 0.372
H 5.865 0.700 -2.404 0.432
H 2.596 -0.302 -2.554 0.237
H 3.033 1.420 -2.515 0.411
H -0.689 0.035 0.442 0.545
H -3.141 2.042 2.783 0.408
H -1.878 1.110 3.619 0.391
H -3.695 1.996 0.548 0.424
H -5.155 1.600 -1.347 0.312
H -7.290 -1.070 -1.843 0.329
H -5.889 -1.426 -2.845 0.319
H -6.466 0.237 -2.701 0.372
```